Molecular formula: C57H67NO5
Method: DFT, ωB97M-V/def2-TZVPD

Values from the calculation:
2S+1 ... 2
HOMO energy (alpha / beta) ... -5.33 / -5.33 eV
Charge ... -1
Kohn-Sham gap (alpha / beta) ... 7.47 / 7.48 eV
E ... -2643.16200 Eh

XYZ file:
```
130
C57H67NO5 ωB97M-V/def2-TZVPD
C 7.3498 -0.2897 1.2065
C 6.5929 0.7768 0.4152
C 5.9429 1.7951 1.3205
O 6.3962 2.1119 2.3963
O 4.8177 2.3195 0.7979
C 3.6618 2.3397 1.7044
C 2.4181 2.0486 0.8937
C 1.2235 1.3646 1.6399
C -0.0183 2.2089 1.1317
O -0.6065 1.7423 0.1398
O -0.2284 3.2572 1.7431
C 1.2366 1.4643 3.1896
C 1.6583 0.2520 4.0716
C 0.7232 0.2747 5.2930
C 3.1139 0.3221 4.6022
N 1.4254 -1.0517 3.4017
O 1.7325 -2.0616 4.1203
C 1.7147 -1.2059 1.9559
C 3.2214 -1.2878 1.6782
C 1.0704 -2.5329 1.5118
C 1.0258 -0.0833 1.1845
H 8.2601 0.1122 1.6484
H 6.7313 -0.6853 2.0128
H 7.6156 -1.1192 0.5505
H 5.8408 0.3166 -0.2243
H 7.2911 1.3104 -0.2378
H 3.6359 3.3309 2.1591
H 3.8457 1.5967 2.4680
H 2.7204 1.4449 0.0343
H 2.0660 2.9963 0.4827
H 0.2138 1.7245 3.4607
H 1.8304 2.3143 3.5277
H 0.6100 1.3003 5.6467
H -0.2623 -0.0931 5.0005
H 1.0955 -0.3655 6.0909
H 3.5360 1.3096 4.4394
H 3.7563 -0.4520 4.1911
H 3.1229 0.1767 5.6840
H 3.3748 -1.7799 0.7159
H 3.7153 -1.8904 2.4432
H 3.7051 -0.3102 1.6444
H 0.2436 -2.7847 2.1747
H 1.7825 -3.3579 1.5690
H 0.6970 -2.4384 0.4914
H -0.0453 -0.2934 1.2126
H 1.3205 -0.1807 0.1367
C -3.3376 -3.2614 -0.9856
C -3.7127 -2.3736 0.0161
C -3.0359 -1.1703 0.1666
C -1.9971 -0.8367 -0.6921
C -1.6346 -1.7217 -1.6967
C -2.2955 -2.9339 -1.8441
H -3.8602 -4.2038 -1.0991
H -4.5314 -2.6226 0.6802
H -3.3182 -0.4771 0.9497
H -1.4858 0.1167 -0.5893
H -0.8269 -1.4587 -2.3693
H -2.0028 -3.6188 -2.6314
C 0.7554 -7.0621 -5.6926
C -0.5285 -7.3778 -6.1154
C -1.6260 -6.9440 -5.3845
C -1.4401 -6.1914 -4.2332
C -0.1566 -5.8741 -3.8110
C 0.9410 -6.3112 -4.5398
H 1.6119 -7.4007 -6.2615
H -0.6740 -7.9612 -7.0157
H -2.6274 -7.1921 -5.7122
H -2.2957 -5.8512 -3.6638
H -0.0134 -5.2841 -2.9146
H 1.9419 -6.0670 -4.2071
C 4.3886 4.4258 8.2389
C 3.4770 4.3622 7.1937
C 3.8985 3.9772 5.9283
C 5.2293 3.6486 5.7053
C 6.1386 3.7105 6.7527
C 5.7201 4.1010 8.0178
H 4.0606 4.7269 9.2261
H 2.4373 4.6114 7.3642
H 3.1861 3.9310 5.1132
H 5.5563 3.3424 4.7192
H 7.1757 3.4516 6.5801
H 6.4317 4.1506 8.8329
C -5.7760 1.2142 -2.1607
C -4.5705 1.6224 -1.6075
C -4.4445 2.8950 -1.0663
C -5.5297 3.7614 -1.0814
C -6.7364 3.3548 -1.6377
C -6.8601 2.0818 -2.1784
H -5.8671 0.2193 -2.5786
H -3.7239 0.9494 -1.5890
H -3.4997 3.2016 -0.6325
H -5.4342 4.7537 -0.6576
H -7.5843 4.0299 -1.6470
H -7.8009 1.7666 -2.6129
C -7.6301 7.5220 -3.0317
C -6.4286 6.8404 -2.8936
C -5.2363 7.5467 -2.8147
C -5.2463 8.9337 -2.8687
C -6.4482 9.6149 -3.0054
C -7.6405 8.9090 -3.0888
H -8.5600 6.9705 -3.0941
H -6.4180 5.7603 -2.8474
H -4.3001 7.0135 -2.7091
H -4.3164 9.4838 -2.8030
H -6.4556 10.6968 -3.0457
H -8.5778 9.4402 -3.1974
C -2.3548 2.2296 -5.5926
C -2.2222 2.1934 -4.2108
C -1.2087 1.4438 -3.6287
C -0.3257 0.7361 -4.4332
C -0.4558 0.7735 -5.8150
C -1.4730 1.5189 -6.3955
H -3.1483 2.8123 -6.0441
H -2.9102 2.7458 -3.5844
H -1.1055 1.4172 -2.5495
H 0.4674 0.1547 -3.9794
H 0.2352 0.2211 -6.4398
H -1.5783 1.5456 -7.4731
C 0.6095 -7.7744 0.7593
C 0.7222 -9.0402 1.3176
C 0.8145 -10.1558 0.4963
C 0.7979 -10.0060 -0.8838
C 0.6872 -8.7404 -1.4435
C 0.5914 -7.6269 -0.6206
H 0.5360 -6.9033 1.3976
H 0.7382 -9.1565 2.3937
H 0.8985 -11.1432 0.9326
H 0.8711 -10.8762 -1.5240
H 0.6729 -8.6176 -2.5196
H 0.5014 -6.6411 -1.0567
```

These are the Mulliken partial charges, in e, on atoms 1 to 4:
1. C -1.172
2. C -0.291
3. C 0.500
4. O -0.551